{"formula": "C16H29Br2N2O5S", "method": "ωB97M-V with the def2-TZVPD basis set", "elements": ["C", "C", "N", "C", "Br", "S", "C", "Br", "N", "C", "C", "C", "C", "O", "O", "C", "C", "O", "C", "C", "O", "C", "C", "O", "C", "C", "H", "H", "H", "H", "H", "H", "H", "H", "H", "H", "H", "H", "H", "H", "H", "H", "H", "H", "H", "H", "H", "H", "H", "H", "H", "H", "H", "H", "H"], "xyz": [[-2.89780, -3.60090, 2.47219], [-1.41061, -3.87736, 2.24044], [-0.60945, -2.66609, 2.55855], [0.34151, -2.22146, 1.60526], [1.44725, -3.56320, 0.71021], [1.58423, -1.24351, 2.61197], [0.43962, 0.03936, 2.60274], [0.55100, 1.25823, 3.98282], [-0.40721, 0.04225, 1.62926], [-1.47256, 1.06007, 1.53874], [-1.86655, 1.50378, 0.14668], [-0.87185, 2.48163, -0.48166], [-1.41178, 3.24893, -1.67279], [-0.68091, 3.53563, -2.62945], [-2.72859, 3.64736, -1.60450], [-0.22596, -1.09095, 0.68649], [0.59882, -0.72100, -0.52107], [1.77973, -0.08744, -0.13927], [2.31669, 0.79164, -1.13209], [3.82672, 0.77140, -1.08389], [4.29327, 1.70821, -2.01974], [4.37031, 3.04026, -1.54569], [3.78220, 3.97819, -2.57696], [-1.54590, -1.44952, 0.33860], [-1.68697, -2.28113, -0.81738], [-3.15288, -2.69022, -0.91967], [-3.16137, -3.66946, 3.51798], [-3.51090, -4.24061, 1.85224], [-3.09479, -2.58182, 2.16357], [-1.10130, -4.65468, 2.92386], [-1.28340, -4.18037, 1.21262], [-0.11135, -2.82466, 3.41910], [-2.34367, 0.62441, 2.01657], [-1.20393, 1.93502, 2.10995], [-2.80367, 2.03695, 0.26723], [-2.07487, 0.67799, -0.51856], [-0.47631, 3.15415, 0.27214], [-0.03423, 1.92495, -0.87490], [-3.28356, 2.92516, -1.91001], [-0.01651, -0.12411, -1.18906], [0.82792, -1.63644, -1.06187], [2.00926, 1.80511, -0.89307], [1.97785, 0.53500, -2.12889], [4.15328, 1.03622, -0.08064], [4.21856, -0.20315, -1.34475], [5.39150, 3.31493, -1.30135], [3.79364, 3.15470, -0.62869], [4.19169, 4.97528, -2.48482], [3.94846, 3.59159, -3.57290], [2.70835, 4.06927, -2.45289], [-1.08277, -3.17673, -0.73961], [-1.42711, -1.74778, -1.72390], [-3.30356, -3.72094, -0.63555], [-3.74208, -2.05665, -0.26867], [-3.52746, -2.55747, -1.92493]], "atomic_forces_ev_per_a": [[0.4147, 0.4681, -0.2481], [-1.0016, 0.7255, 0.4877], [0.3284, -0.6787, -0.5598], [1.0746, 1.0896, 0.8169], [-0.1412, -0.1989, -0.1686], [-0.4792, -0.1509, 0.0858], [0.9245, -0.4433, 0.0999], [-0.1201, 0.2313, -0.1347], [0.3823, 1.0089, 0.3414], [-0.9370, -0.6268, -0.4656], [0.1347, 0.8102, -0.1701], [-0.2188, -0.7071, -0.2862], [1.9665, 0.9192, -2.4617], [-2.2113, -0.7228, 2.6967], [0.7304, -0.0817, 0.0430], [-1.6328, -1.1815, 0.0076], [0.3983, -0.0459, -0.2839], [-0.0307, 0.1804, 0.0988], [0.2281, 0.0475, 0.3282], [-0.0401, 0.2577, -0.0560], [0.1729, -0.2298, -0.1182], [-0.3887, 0.4550, -0.0112], [-0.2204, -0.0209, 0.0567], [0.5683, 0.1927, 0.0379], [-0.8947, -0.3744, -0.3620], [0.1601, 0.2331, 0.1094], [-0.1616, -0.2195, 0.2128], [-0.2211, -0.3555, 0.1563], [-0.1305, 0.2281, -0.1182], [0.2983, -0.4683, -0.1971], [0.4133, -0.1293, -0.1875], [-0.0187, -0.0435, 0.2833], [-0.1522, -0.1811, 0.1417], [0.3979, 0.0491, 0.2225], [-0.2515, 0.0464, 0.1772], [-0.0120, -0.2724, -0.0510], [-0.0615, 0.4208, 0.0452], [0.3530, 0.1012, -0.0249], [-0.3514, -0.0550, -0.1419], [-0.1064, 0.3231, -0.0117], [-0.0271, -0.2349, -0.1200], [-0.2286, 0.2470, -0.1432], [-0.1295, -0.1386, -0.2372], [0.1582, -0.1312, 0.2783], [0.1071, -0.2338, -0.0572], [0.3653, -0.1878, -0.0882], [-0.0325, -0.1243, 0.3152], [0.2036, 0.2093, -0.0598], [0.2655, 0.0305, -0.2603], [-0.2677, -0.0770, -0.0028], [0.4208, -0.0297, 0.0383], [0.3286, 0.2479, -0.0911], [-0.0955, -0.2336, 0.1454], [-0.1952, 0.0922, 0.1562], [-0.0359, -0.0368, -0.2643]], "total_charge": 1, "e_tot_ev": -181191.80639, "e_homo_ev": -12.08, "gap_ev": 8.11, "spin_multiplicity": 1, "e_above_lowest_kj_mol": 0.00, "e_lumo_ha": -0.14583}